Computed, not measured: a cluster of 20 separate species, C94H196N20 in total at a distorted geometry, with ωB97M-V/def2-TZVPD.

Last column: Löwdin charge in e.
Cartesian coordinates (Å):
1 H 0.075 -5.242 5.871  0.0556
2 H 4.817 -3.919 -0.972  0.0628
3 H -5.609 -5.083 6.338  0.1096
4 H 6.597 -3.670 -0.909  0.0226
5 C 1.576 2.735 7.761  -0.1026
6 H 3.595 6.307 -7.787  0.0716
7 H -2.100 0.484 -0.041  0.0605
8 H -4.664 -6.599 5.602  0.1053
9 C 3.797 3.426 0.917  -0.2101
10 C 4.461 3.773 7.588  -0.2337
11 C -1.616 6.247 -1.976  -0.2373
12 N 4.274 0.290 5.534  0.1651
13 H 3.866 -5.651 -4.661  0.1238
14 H 5.682 -0.244 -1.063  0.0774
15 H -0.175 4.042 3.888  0.1015
16 H 2.887 0.851 2.405  0.0298
17 H 4.988 2.367 2.204  0.0932
18 H -3.586 -4.709 2.760  0.1193
19 H 1.976 2.204 6.910  0.0534
20 C -5.636 -4.972 2.239  -0.0921
21 H 4.677 3.078 -4.757  0.0684
22 H 0.539 2.586 8.067  0.0539
23 H 4.172 -7.497 -1.433  0.0605
24 C 2.129 0.137 2.510  -0.0700
25 H -6.489 -7.707 -2.971  0.1289
26 C 3.249 7.452 1.818  -0.1211
27 C -0.741 -1.140 5.718  -0.2126
28 H -8.382 -6.242 -2.663  0.1006
29 H -0.245 -4.649 -3.491  0.1036
30 N 4.122 -3.585 -4.147  -0.1667
31 C -5.341 5.701 0.650  -0.0891
32 C -0.116 0.876 -4.736  -0.2614
33 H -6.110 -6.131 -3.650  0.0930
34 C 2.215 -7.682 -0.256  -0.2694
35 C 2.613 2.745 8.935  -0.2236
36 H -0.194 -6.297 2.143  0.0636
37 H 1.839 4.380 -4.059  0.0268
38 N -3.971 -6.670 -1.384  0.1351
39 C -1.014 -3.078 4.317  -0.2670
40 H 0.982 0.264 5.444  0.0485
41 H 6.108 -6.320 -3.995  0.0864
42 H 2.048 -1.565 4.810  0.0825
43 C -0.347 -6.459 1.053  -0.0876
44 H 5.407 -1.310 -4.968  0.0462
45 H -6.626 4.259 1.730  0.1245
46 H 3.125 -4.164 1.888  0.0845
47 H 0.432 4.599 -1.430  0.0950
48 H -4.793 0.122 -2.040  0.1324
49 H -0.769 2.482 -5.863  0.1217
50 C 0.736 -5.754 0.228  -0.2415
51 C -6.768 -1.220 -0.754  -0.2532
52 C -0.107 7.018 5.979  -0.0942
53 C 2.179 7.168 0.826  -0.2707
54 C 3.508 1.603 -3.819  -0.1852
55 H 4.369 -8.318 0.055  0.0564
56 C -3.962 2.565 5.675  -0.1964
57 H -3.362 3.459 -5.506  0.0787
58 C -0.599 8.098 -4.195  -0.0756
59 C -5.135 -3.111 5.947  -0.0976
60 H -2.260 5.333 -2.144  0.0982
61 C 7.412 -1.359 -1.429  -0.2398
62 C -3.621 2.444 -5.111  -0.1059
63 H 0.882 -4.721 0.531  0.0966
64 C -5.590 4.315 1.282  -0.2553
65 C 5.475 -2.155 0.009  -0.2254
66 C -1.073 0.149 0.122  -0.2570
67 N -4.620 -4.964 4.529  -0.1951
68 H 1.548 -4.677 2.524  0.0608
69 H -6.662 -4.945 2.568  0.0706
70 H 1.580 3.983 -8.002  0.0749
71 H 6.082 0.812 -4.516  0.0882
72 H -0.259 6.512 6.968  0.0920
73 C 3.377 0.919 -2.488  -0.1971
74 H -5.911 -2.600 6.566  0.1007
75 H -0.074 -2.190 2.671  0.0456
76 C -4.259 -0.822 1.925  -0.0610
77 H -3.543 -0.152 1.395  0.0572
78 C 0.857 -4.526 5.873  -0.0746
79 C 1.842 4.787 -3.091  -0.0758
80 C -4.572 -4.431 3.193  -0.2418
81 N 2.109 -6.338 0.260  -0.1708
82 H 0.806 1.268 -0.277  0.0672
83 H 5.049 -1.356 -6.686  0.0904
84 C 2.678 -6.321 1.640  -0.2571
85 C -2.616 2.415 6.222  -0.2008
86 H -5.704 -4.441 1.284  0.0513
87 C -4.303 -1.970 -2.195  -0.0955
88 N -1.580 2.136 6.558  0.2062
89 H -1.475 -5.758 -5.530  0.0705
90 H -7.717 -7.888 -0.817  0.0872
91 H -0.441 -7.532 0.887  0.0766
92 C 2.632 5.815 -7.519  -0.0676
93 H 0.073 8.557 -3.410  0.0903
94 H 4.158 6.776 1.765  0.0792
95 C -4.142 1.662 4.482  -0.2595
96 H 4.444 -1.858 0.228  0.0769
97 H 3.382 6.791 -0.981  0.1188
98 H 6.423 -4.839 -4.848  0.0711
99 H 2.662 -2.171 -4.061  0.0912
100 C -1.229 1.567 -5.382  -0.1876
101 H -1.574 -1.426 3.093  0.0196
102 H -8.386 -0.348 -1.917  0.0749
103 H 1.805 -4.722 6.407  0.0895
104 H 6.467 -4.810 -3.136  0.0579
105 C 2.990 -1.562 4.258  -0.1688
106 C -0.802 -0.962 -0.817  -0.1057
107 H -0.999 -0.211 1.152  0.0915
108 H 3.563 -1.451 2.240  0.0675
109 C -0.821 -3.220 -4.761  -0.2257
110 H 1.883 -1.991 2.473  0.0844
111 H 2.613 2.600 3.791  0.0630
112 H -1.022 -0.706 -1.860  0.0704
113 C 0.365 -0.177 6.219  -0.1000
114 H 3.450 -2.486 4.461  0.0996
115 H 3.891 1.607 -6.519  0.1009
116 C -0.426 6.589 -4.041  -0.2952
117 H 4.341 5.045 3.427  0.0716
118 C 3.640 -8.171 -0.739  -0.0654
119 H -4.271 5.941 0.840  0.0504
120 N 3.301 0.263 -1.520  0.1645
121 C -7.810 -6.781 -0.724  -0.1142
122 H -1.697 -2.853 2.133  0.1015
123 H -3.154 -7.163 2.995  0.0645
124 H 2.256 5.775 -3.169  0.0581
125 H -5.452 5.652 -0.403  0.0547
126 H 1.135 -3.009 -2.431  0.0623
127 N 8.541 -1.325 -1.403  0.1371
128 C 2.598 -5.029 2.363  -0.1099
129 N 4.619 4.722 6.969  0.1516
130 N 2.769 9.879 -1.139  0.1366
131 C -1.517 6.395 -0.442  -0.0816
132 H -3.484 -0.413 -0.975  0.0833
133 H -7.070 -0.756 -2.944  0.0697
134 N -2.642 -1.621 -5.601  0.1738
135 H -0.366 -3.633 -5.651  0.1213
136 H 3.551 -3.322 -6.205  0.1117
137 H 1.546 2.439 -6.217  0.0550
138 H 5.813 -4.351 0.500  0.0892
139 C 4.182 4.001 3.394  -0.2322
140 H -4.732 2.345 6.457  0.1300
141 H -3.619 1.789 2.369  0.0402
142 H 0.252 -1.117 -0.711  0.0620
143 H 5.600 3.383 -7.018  0.1069
144 H -4.498 -2.563 0.594  0.1038
145 C -4.457 -0.761 -1.358  -0.2708
146 H 2.575 2.157 -3.958  0.0735
147 H 1.918 -4.524 -2.149  0.0543
148 H -5.878 -2.016 1.437  0.1151
149 H 6.183 1.379 -2.802  0.0435
150 C 0.124 -3.285 6.334  -0.2747
151 H -5.384 -6.023 2.013  0.0644
152 H -1.048 7.375 5.609  0.0573
153 H -3.778 -1.409 2.654  0.0297
154 H -2.890 -4.870 -5.085  0.0774
155 H -4.098 3.684 5.531  0.1345
156 H 1.982 -3.797 -4.602  0.1192
157 C -4.605 -6.398 4.526  -0.2603
158 H 2.506 3.675 9.518  0.1100
159 C 2.673 -1.275 2.770  -0.2110
160 C 5.328 3.213 -9.195  -0.0672
161 H -7.367 -4.926 -1.932  0.1022
162 H -2.463 -6.933 4.660  0.0646
163 N -2.885 3.199 -0.670  0.2141
164 H -1.656 8.324 -4.000  0.0625
165 H -7.056 -6.553 0.048  0.0499
166 N -5.434 -0.864 -0.282  -0.1841
167 H -5.348 -2.243 -2.636  0.0948
168 C -0.445 2.369 0.963  -0.2275
169 C -0.218 1.456 -0.121  -0.1672
170 H 0.042 -2.807 -4.175  0.0864
171 H 1.020 -0.796 6.855  0.0727
172 H 6.993 2.383 -4.030  0.0994
173 H -8.783 -6.494 -0.285  0.0765
174 H 3.543 0.774 -4.550  0.0728
175 C -7.526 -6.013 -2.033  -0.2363
176 H 0.494 7.903 6.145  0.0708
177 C 4.732 3.375 2.008  -0.1420
178 H 4.830 3.582 4.195  0.1064
179 H 1.745 6.181 0.981  0.0930
180 H -5.524 -6.796 3.946  0.1301
181 C 2.479 7.333 -0.687  -0.1843
182 H -1.286 -5.930 1.008  0.0546
183 C 2.677 -3.255 -3.864  -0.2305
184 H 3.756 8.466 1.701  0.0990
185 H -2.046 2.701 -3.637  0.0824
186 H 5.424 -1.670 -2.118  0.0849
187 H -3.556 -1.828 -3.029  0.0651
188 H 5.056 4.773 -7.749  0.0859
189 H 3.447 1.463 -8.240  0.1269
190 H -4.641 -3.373 3.192  0.0690
191 C 4.050 2.611 8.372  -0.2019
192 H 1.721 6.724 -1.116  0.0576
193 H 1.627 0.804 -6.934  0.0796
194 C 5.712 -3.646 -0.374  -0.0875
195 C -3.155 1.971 3.343  -0.1122
196 H -2.504 6.241 -0.040  0.0234
197 C 4.755 2.546 -3.841  -0.2310
198 H -1.231 6.040 -4.492  0.0990
199 C 4.936 3.721 -7.812  -0.2434
200 H -7.431 -1.011 0.068  0.1053
201 C 0.452 6.024 4.979  -0.2566
202 H 6.354 3.503 -9.398  0.0757
203 H -1.331 -0.596 4.941  0.1009
204 H -0.196 8.413 -5.173  0.0719
205 H -4.049 -2.855 -1.622  0.0570
206 H 4.651 3.234 -3.031  0.0901
207 H -4.955 4.179 2.138  0.0704
208 N -2.698 5.657 3.511  0.1726
209 H 2.840 7.374 2.823  0.0583
210 C -1.781 5.351 4.099  -0.2675
211 H -6.649 -4.369 5.174  0.1261
212 C 6.062 1.737 -3.821  -0.0916
213 H -0.099 0.597 6.768  -0.0098
214 C -1.791 -2.249 -5.173  -0.2309
215 H -3.677 -8.195 4.305  0.0496
216 H 1.866 6.420 -8.037  0.0785
217 C -7.290 -0.393 -1.934  -0.0891
218 N 3.170 3.558 -0.057  0.1876
219 H 3.418 -9.073 -1.284  0.0572
220 H 5.234 2.193 -9.390  0.0371
221 H -2.169 7.134 -2.330  0.1051
222 H 2.503 4.208 -2.421  0.0335
223 H -0.275 4.142 -3.039  0.0909
224 H -5.184 1.736 4.070  0.1172
225 H 1.359 5.566 5.359  0.0711
226 C -3.887 3.211 -0.149  -0.1735
227 H 4.638 3.736 -9.876  0.0731
228 H 1.157 -4.409 4.807  0.0544
229 H 2.177 4.154 2.891  0.0646
230 H 5.667 3.887 1.874  0.1142
231 C -0.526 4.851 4.651  -0.1829
232 H 1.651 0.195 1.487  0.0766
233 H 0.321 -5.894 -0.767  0.0963
234 C -2.058 -5.466 -4.648  -0.0883
235 H -5.001 -0.162 2.389  0.0718
236 H 2.979 -5.167 3.357  0.0651
237 C 3.799 -0.532 4.867  -0.2132
238 C 2.765 3.684 3.682  -0.1200
239 H -1.565 0.919 -6.220  0.1164
240 H -2.608 0.989 -3.895  0.0959
241 H -0.786 -3.628 6.872  0.1260
242 H 3.742 -1.013 -5.464  0.0458
243 H 1.854 -8.441 0.388  0.0838
244 H 6.162 -1.924 0.798  0.0949
245 C -5.294 3.150 0.343  -0.1661
246 C 5.884 -5.221 -3.953  -0.0893
247 N 0.653 0.255 -4.205  0.2049
248 C -5.579 -4.423 5.471  -0.2891
249 H -6.913 0.619 -1.904  0.0581
250 H -1.403 -1.835 -0.580  0.0727
251 H -0.589 -4.037 4.132  0.0733
252 H 1.474 -7.749 -1.110  0.1284
253 H -5.512 2.256 0.842  0.0797
254 H -2.846 3.028 3.411  0.0404
255 H 2.456 1.872 9.575  0.1008
256 H -6.016 6.466 1.123  0.0922
257 N -0.297 6.190 -2.659  -0.1956
258 C 2.573 4.370 -8.079  -0.2328
259 H 2.438 4.082 4.689  0.0673
260 C 2.563 8.736 -1.081  -0.2157
261 H -0.914 5.607 0.041  0.0509
262 H 3.733 -6.678 1.609  0.1200
263 H 2.566 5.847 -6.459  0.0453
264 C 3.254 2.071 -7.293  -0.2735
265 H 0.793 -2.701 6.968  0.1035
266 H -6.818 -2.315 -0.975  0.1094
267 C 4.414 -3.146 -5.532  -0.2442
268 C -1.089 -2.364 2.977  -0.0709
269 H -4.009 0.637 4.911  0.1141
270 H -1.411 -1.290 6.640  0.1367
271 C -3.336 -7.220 4.084  -0.0586
272 N -0.620 3.216 1.754  0.1996
273 H -0.592 2.001 -1.016  0.1075
274 H 5.245 -3.714 -5.893  0.0844
275 C 4.648 -1.621 -5.671  -0.0814
276 H 2.720 4.397 -9.181  0.1129
277 H -5.911 3.196 -0.528  0.1083
278 N -0.156 -2.406 5.243  -0.2027
279 H 3.930 -5.276 -3.021  0.0769
280 H -4.123 -3.234 6.341  0.0811
281 C 5.920 -1.303 -1.232  -0.1981
282 C -2.358 1.959 -4.381  -0.2626
283 H -3.908 1.758 -5.940  0.0835
284 H 1.349 0.387 3.242  0.0772
285 H 1.556 3.732 7.363  0.0440
286 C -5.016 -1.628 0.848  -0.2678
287 C -1.271 -4.367 -3.887  -0.2557
288 H -4.372 2.565 -4.293  0.0757
289 H 0.482 6.250 -4.589  0.1030
290 H -1.939 -4.036 -3.051  0.1115
291 H -2.064 -3.284 4.730  0.1350
292 H 4.776 2.377 9.147  0.1086
293 H 0.746 6.478 4.055  0.0892
294 C 2.144 -3.489 -2.440  -0.0797
295 H -1.181 7.402 -0.169  0.0761
296 N 3.547 3.477 -7.417  -0.1765
297 H -2.403 -6.326 -4.054  0.0635
298 H -0.630 4.291 5.585  0.0793
299 H 2.140 -7.087 2.241  0.1191
300 H -2.211 1.461 3.550  0.0655
301 H 1.215 2.194 -7.955  0.0746
302 C 1.787 1.869 -7.097  -0.1150
303 C -4.999 -6.680 -1.903  -0.2139
304 H 1.407 7.906 1.032  0.1080
305 H 4.019 1.702 7.693  0.0976
306 H -5.066 -2.508 5.122  0.0199
307 H 2.806 -3.096 -1.699  0.0498
308 C -6.270 -6.630 -2.723  -0.1792
309 C 0.366 4.859 -2.503  -0.1931
310 C 4.399 -5.010 -3.934  -0.2682

**E_HOMO**: -8.2 eV
**ΔE to the lowest compared entry with this formula, charge and spin**: 4.197 eV
**Kohn-Sham gap**: 8.5 eV